Record 1
Here is a 10-piece molecular cluster, C38H67F8N3O19S6 overall at a distorted geometry from OMol25. Energies are from ωB97M-V with the def2-TZVPD basis set.

Energy, hartree: -6269.697566
LUMO level, Ha: 0.006
E_HOMO, eV: -9.49
Net charge: 0

```
141
Properties=species:S:1:pos:R:3:mulliken_charge:R:1
F -10.888 27.916 11.148 -0.2740
C -9.872 27.037 11.261 0.2647
F -8.838 27.839 11.551 -0.2701
C -10.145 25.822 12.229 0.9407
F -10.245 26.204 13.510 -0.3061
F -9.159 24.944 12.132 -0.2756
C -11.534 25.139 11.957 -0.8615
O -11.782 25.019 10.516 -0.3919
C -11.644 23.753 10.005 0.8319
F -10.662 23.042 10.585 -0.2703
F -12.770 23.095 10.397 -0.3121
C -11.469 23.709 8.392 0.1906
F -10.325 24.259 8.056 -0.2370
F -11.459 22.486 7.999 -0.2397
H -9.782 26.659 10.243 0.1579
H -12.341 25.844 12.157 0.3931
H -11.664 24.214 12.520 0.4228
H -12.233 24.168 7.764 0.2366
C -9.537 10.033 7.347 -1.2043
C -8.160 10.120 6.613 -0.2367
O -8.139 9.080 5.589 -0.2982
S -6.597 8.744 4.908 1.1080
C -7.114 7.141 4.078 -0.8613
O -6.397 9.743 3.855 -0.5783
O -5.734 8.526 6.059 -0.5914
H -9.753 9.076 7.822 0.3354
H -10.401 10.444 6.826 0.3137
H -9.498 10.669 8.232 0.3847
H -8.058 11.113 6.176 0.2752
H -7.316 10.048 7.299 0.3588
H -7.803 7.472 3.301 0.3132
H -7.534 6.511 4.862 0.3049
H -6.253 6.698 3.577 0.3761
C -9.025 8.987 13.165 -1.1933
C -10.158 9.203 14.167 -0.1739
O -11.338 9.371 13.246 -0.2930
S -12.855 9.519 13.842 1.1045
C -12.647 11.162 14.546 -0.9243
O -13.821 9.562 12.717 -0.5851
O -12.867 8.474 14.824 -0.6235
H -8.776 9.768 12.447 0.3315
H -9.341 8.127 12.574 0.3276
H -8.227 8.535 13.755 0.3752
H -10.289 8.325 14.800 0.2929
H -10.036 10.123 14.739 0.3337
H -12.205 11.019 15.532 0.3332
H -13.582 11.663 14.792 0.3896
H -12.049 11.709 13.817 0.3036
C -28.146 13.625 5.214 -1.0315
C -27.544 14.123 3.866 -0.3711
O -26.243 14.729 4.117 -0.3190
S -24.878 13.781 3.967 1.1685
C -24.636 13.939 2.143 -0.8415
O -23.733 14.486 4.555 -0.5976
O -25.185 12.366 4.283 -0.5894
H -27.412 12.914 5.595 0.2715
H -29.118 13.139 5.127 0.3510
H -28.336 14.432 5.922 0.2868
H -27.450 13.274 3.189 0.3127
H -28.143 14.778 3.232 0.4279
H -24.029 14.831 1.987 0.3039
H -25.634 14.054 1.721 0.2996
H -24.173 13.038 1.742 0.3279
C -21.740 21.764 2.620 -1.1127
C -20.289 21.539 3.217 -0.1631
O -19.562 22.817 3.522 -0.2998
S -17.980 22.836 3.153 1.1085
C -18.042 22.870 1.281 -0.8516
O -17.433 24.098 3.666 -0.5931
O -17.381 21.563 3.604 -0.5864
H -22.556 21.927 3.324 0.3073
H -22.095 20.950 1.989 0.3551
H -21.761 22.624 1.950 0.3193
H -20.345 20.812 4.027 0.3040
H -19.696 21.024 2.461 0.2270
H -18.420 21.911 0.926 0.3115
H -17.048 23.167 0.946 0.3665
H -18.719 23.680 1.011 0.3075
C -12.997 15.625 -0.054 -1.2046
C -14.471 15.876 0.100 -0.1770
O -15.275 14.864 -0.421 -0.3327
S -16.778 14.643 0.280 1.0889
C -16.340 13.427 1.606 -0.8016
O -17.254 15.922 0.880 -0.5875
O -17.645 14.081 -0.775 -0.5917
H -12.779 15.382 -1.095 0.2963
H -12.590 14.792 0.520 0.3137
H -12.440 16.489 0.308 0.3608
H -14.763 16.086 1.129 0.3800
H -14.679 16.828 -0.388 0.2936
H -17.116 13.353 2.369 0.3275
H -15.333 13.670 1.945 0.3000
H -16.301 12.430 1.166 0.3341
C -20.245 7.592 8.838 -1.1349
C -19.432 6.917 7.789 -0.1479
O -19.677 5.534 8.018 -0.2687
S -18.940 4.487 6.974 1.0650
C -18.293 3.301 8.169 -0.8368
O -19.981 3.911 6.095 -0.5983
O -17.837 5.235 6.242 -0.6264
H -21.238 7.656 8.394 0.2797
H -19.841 8.572 9.089 0.3452
H -20.336 6.978 9.734 0.3043
H -19.648 7.276 6.783 0.3452
H -18.413 7.280 7.923 0.2869
H -17.994 2.428 7.589 0.3499
H -19.126 2.993 8.801 0.3208
H -17.418 3.841 8.530 0.3161
C -23.014 15.571 11.241 -0.1840
C -22.630 15.136 12.482 -0.3038
C -21.458 15.630 13.038 -0.2451
N -20.557 16.245 12.295 -0.5093
C -20.993 16.612 11.044 -0.1234
C -22.156 16.304 10.418 -0.4677
H -23.911 15.250 10.731 0.3406
H -23.356 14.481 12.940 0.3211
H -21.168 15.296 14.024 0.3672
H -20.182 17.200 10.640 0.4129
H -22.417 16.594 9.411 0.3923
C -14.850 15.898 6.966 -0.2869
C -16.034 15.268 7.407 -0.3258
C -16.120 14.664 8.634 -0.2284
N -15.094 14.783 9.507 -0.5541
C -13.958 15.378 9.136 -0.1050
C -13.840 15.988 7.864 -0.3004
H -14.781 16.359 5.992 0.4114
H -16.855 15.142 6.717 0.3462
H -17.015 14.155 8.958 0.3760
H -13.115 15.609 9.770 0.3383
H -13.028 16.663 7.640 0.3292
C -6.919 16.064 10.269 -0.2491
C -7.717 16.604 11.300 -0.3631
C -7.386 16.310 12.600 -0.1365
N -6.325 15.570 13.017 -0.5512
C -5.589 15.028 11.961 -0.1981
C -5.882 15.230 10.614 -0.3477
H -7.149 16.199 9.222 0.3766
H -8.511 17.323 11.161 0.3555
H -8.042 16.601 13.408 0.3719
H -4.724 14.486 12.312 0.3888
H -5.256 14.746 9.879 0.3536
```



Record 2
Here is an isolated ion of composition C4H10N3O and charge +1 at a distorted geometry from OMol25. Energies are from ωB97M-V with the def2-TZVPD basis set.

Energy, hartree: -397.444405
LUMO level, Ha: -0.200
E_HOMO, eV: -13.98
Net charge: +1
Energy relative to the best compared isomer or geometry (same formula, charge and spin), eV: 6.3909

```
18
Properties=species:S:1:pos:R:3:nbo_charge:R:1
C -1.425 -1.798 1.725 -0.7108
C -1.191 -0.349 1.319 0.2952
N -0.251 0.029 0.471 0.0666
N -0.052 1.277 0.058 -0.0383
N 1.012 1.645 -0.445 -0.0325
C 1.191 2.954 -0.898 -0.4721
O 0.704 -1.159 -0.130 -0.3478
C 0.561 -1.528 -1.484 -0.2675
H -2.530 -2.059 1.952 0.2988
H -0.746 -2.566 1.324 0.2920
H -1.035 -1.706 2.785 0.2909
H -1.762 0.479 1.610 0.2497
H 0.113 3.267 -0.912 0.2174
H 1.781 3.032 -1.820 0.2627
H 1.808 3.373 -0.117 0.2645
H -0.157 -2.311 -1.610 0.1919
H 1.615 -1.925 -1.796 0.2432
H 0.366 -0.657 -2.031 0.1961
```



Record 3
Here is a 3-piece molecular cluster, C21H29N6O10P2 overall at a distorted geometry from OMol25. Energies are from ωB97M-V with the def2-TZVPD basis set.

Energy, hartree: -2580.822143
LUMO level, Ha: -0.150
E_HOMO, eV: -11.17
Net charge: +1

```
68
Properties=species:S:1:pos:R:3:nbo_charge:R:1
C 2.164 2.637 -0.016 -0.6263
C 0.785 2.388 -0.731 -0.4441
C -0.351 2.144 0.317 -0.2358
N -1.302 1.064 -0.012 -0.4910
C -2.221 1.282 -1.038 0.7157
N -3.320 1.939 -0.929 -0.3277
N -3.627 2.535 0.300 -0.4154
C -4.833 3.414 0.228 -0.2383
C -5.814 3.085 1.404 -0.6341
N -1.756 0.630 -2.202 -0.7479
P -1.110 1.621 -3.495 1.4158
N -2.077 1.525 -4.730 -1.2750
C -0.992 -0.544 -1.743 -0.2629
C -0.816 -0.299 -0.152 0.1213
O 0.543 -0.593 0.112 -0.4683
C 0.800 -0.665 1.425 0.5093
N 1.140 -0.376 2.449 -0.3127
P -2.037 -1.576 0.521 1.4466
O -2.139 -1.587 1.997 -1.0502
H 2.942 1.922 -0.333 0.2226
H 2.081 2.538 1.082 0.2405
H 2.531 3.662 -0.200 0.2263
H 0.575 3.273 -1.355 0.2156
H 0.929 1.496 -1.374 0.1935
H 0.085 2.001 1.322 0.2532
H -0.933 3.086 0.393 0.2397
H -3.906 1.982 -1.768 0.4436
H -3.857 1.766 0.936 0.3859
H -5.324 3.315 -0.756 0.1949
H -4.485 4.445 0.415 0.2205
H -5.332 2.499 2.208 0.2199
H -6.147 4.027 1.872 0.2436
H -6.679 2.506 1.045 0.2290
H -1.006 2.980 -3.104 -0.0273
H 0.167 1.154 -3.917 -0.0097
H -1.567 1.133 -5.522 0.3886
H -0.025 -0.772 -2.213 0.2595
H -1.739 -1.359 -1.824 0.2414
H -1.608 -2.813 -0.024 -0.0141
H -3.341 -1.326 -0.013 -0.0592
C 6.340 2.627 4.882 -0.3675
C 5.388 3.242 4.173 0.3040
C 4.185 2.506 3.671 0.4829
O 3.336 3.118 3.043 -0.5714
C 4.085 1.079 3.951 -0.4229
C 5.039 0.461 4.658 0.3913
C 6.230 1.202 5.184 0.4537
O 7.059 0.599 5.836 -0.5158
O 4.980 -0.844 4.931 -0.6381
O 5.459 4.547 3.876 -0.6262
H 7.212 3.149 5.252 0.2504
H 3.219 0.555 3.568 0.2524
H 5.783 -1.042 5.452 0.5068
H 4.653 4.745 3.363 0.5022
C -1.125 -6.390 -4.295 -0.3538
C -1.695 -5.279 -3.817 0.2956
C -1.262 -4.673 -2.520 0.4975
O -1.805 -3.642 -2.135 -0.6223
C -0.214 -5.337 -1.764 -0.4078
C 0.359 -6.453 -2.238 0.3501
C -0.054 -7.048 -3.551 0.4655
O 0.507 -8.049 -3.946 -0.4934
O 1.318 -7.086 -1.571 -0.6070
O -2.682 -4.653 -4.475 -0.6210
H -1.428 -6.836 -5.232 0.2563
H 0.077 -4.897 -0.820 0.2389
H 1.563 -7.856 -2.122 0.5132
H -2.921 -3.883 -3.928 0.4995
```



Record 4
Here is a 10-piece molecular cluster, C48H120F4N18O18P6 overall at a distorted geometry from OMol25. Energies are from ωB97M-V with the def2-TZVPD basis set.

Energy, hartree: -6688.587529
LUMO level, Ha: 0.001
E_HOMO, eV: -7.93
Net charge: 0
Energy relative to the best compared isomer or geometry (same formula, charge and spin), eV: 0.0000

```
214
Properties=species:S:1:pos:R:3:mulliken_charge:R:1
C -3.351 2.515 10.293 -1.1138
N -2.865 2.933 8.989 0.3536
C -2.008 4.100 8.962 -1.1857
P -3.545 2.248 7.596 0.3357
O -4.181 0.934 7.742 -0.8776
N -4.679 3.405 6.979 0.1733
C -4.479 4.802 6.805 -0.9919
C -5.935 2.890 6.332 -1.1610
N -2.291 2.176 6.423 0.5847
C -1.043 1.459 6.757 -1.0853
C -2.712 2.195 5.013 -0.6228
H -2.616 1.944 10.860 0.2923
H -4.276 1.953 10.171 0.3390
H -3.761 3.350 10.862 0.3557
H -2.511 4.944 9.434 0.3474
H -1.678 4.302 7.943 0.3413
H -1.194 3.975 9.675 0.3640
H -3.483 4.946 6.385 0.3394
H -5.103 5.228 6.019 0.4047
H -4.482 5.305 7.772 0.2348
H -6.849 3.325 6.735 0.3605
H -5.837 3.053 5.259 0.4729
H -5.979 1.801 6.341 0.2860
H -1.333 0.569 7.315 0.4835
H -0.418 1.248 5.889 0.1810
H -0.403 1.991 7.461 0.2614
H -2.992 1.194 4.684 0.3989
H -1.883 2.293 4.312 -0.1353
H -3.489 2.921 4.773 0.2744
C 1.171 4.103 -2.046 -1.1030
N 0.858 2.916 -1.193 0.7627
C 1.890 2.611 -0.204 -0.4383
P -0.393 1.888 -1.615 -1.1110
O -1.364 2.368 -2.657 -0.5801
N 0.543 0.516 -2.187 0.8619
C 1.510 -0.284 -1.295 -0.2354
C 0.497 0.242 -3.644 -0.8454
N -1.115 1.327 -0.123 1.5070
C -1.393 2.267 0.941 -0.3388
C -1.744 0.007 0.053 -0.8086
H 0.260 4.471 -2.519 0.3151
H 1.971 4.030 -2.782 0.2510
H 1.583 4.895 -1.421 0.4251
H 1.500 2.142 0.699 -0.0839
H 2.187 3.594 0.162 0.5536
H 2.759 2.085 -0.598 -0.5582
H 2.518 -0.097 -1.665 -0.1857
H 1.358 -0.069 -0.237 -0.4267
H 1.119 -1.284 -1.483 0.8110
H -0.483 0.171 -4.116 -0.0388
H 1.147 0.957 -4.146 0.1574
H 0.899 -0.765 -3.762 0.4574
H -2.050 3.098 0.681 -0.7639
H -1.811 1.760 1.810 0.8408
H -0.459 2.748 1.229 -0.0943
H -1.882 -0.427 -0.937 -0.1218
H -2.707 0.226 0.513 0.5010
H -1.238 -0.593 0.809 0.0729
C 4.410 -2.279 -3.330 -1.1120
N 4.786 -1.489 -4.509 0.7680
C 5.941 -0.628 -4.252 -1.0740
P 4.208 -1.927 -6.052 0.4164
O 2.952 -2.754 -5.995 -0.9399
N 3.944 -0.457 -6.862 0.4480
C 3.848 -0.405 -8.339 -1.0681
C 3.099 0.499 -6.200 -0.9774
N 5.537 -2.817 -6.722 0.2775
C 6.803 -2.185 -7.135 -1.1192
C 5.390 -4.295 -6.910 -1.0729
H 4.222 -1.726 -2.409 0.1982
H 5.213 -2.979 -3.100 0.3497
H 3.511 -2.869 -3.508 0.3280
H 5.864 -0.162 -3.270 0.4123
H 6.017 0.209 -4.946 0.2661
H 6.840 -1.244 -4.254 0.1778
H 3.816 0.603 -8.752 0.3401
H 4.667 -0.953 -8.804 0.2974
H 2.899 -0.857 -8.625 0.3611
H 3.348 1.506 -6.535 0.4364
H 2.048 0.220 -6.276 0.3963
H 3.271 0.516 -5.123 0.0034
H 7.487 -2.421 -6.320 0.3152
H 7.255 -2.629 -8.022 0.3179
H 6.672 -1.110 -7.256 0.3459
H 5.379 -4.470 -7.986 0.3111
H 4.525 -4.756 -6.432 0.2923
H 6.268 -4.764 -6.466 0.3551
C 1.972 -4.197 5.635 -1.0503
N 0.853 -4.216 4.570 0.3255
C -0.315 -3.425 4.855 -0.8410
P 1.179 -4.911 3.031 0.3963
O 2.610 -5.253 2.864 -0.9436
N 0.144 -6.256 2.988 0.2918
C 0.559 -7.560 3.402 -1.0453
C -1.345 -6.110 3.016 -1.0864
N 0.610 -3.820 1.859 0.7505
C 1.266 -2.496 1.720 0.1257
C 0.306 -4.363 0.584 -1.3538
H 1.887 -5.160 6.138 0.3007
H 1.816 -3.327 6.273 0.3733
H 2.956 -4.319 5.182 0.3213
H -0.489 -3.425 5.931 0.4800
H -1.232 -3.821 4.418 0.2364
H -0.077 -2.376 4.680 0.0931
H -0.101 -8.339 3.020 0.3496
H 1.504 -7.690 2.876 0.3418
H 0.751 -7.583 4.474 0.2611
H -1.659 -6.077 4.059 0.2975
H -1.528 -5.170 2.495 0.3377
H -1.902 -6.950 2.600 0.3603
H 0.619 -1.669 1.428 -0.5275
H 1.738 -2.125 2.630 -0.2948
H 1.932 -2.516 0.857 0.3870
H 1.209 -4.360 -0.027 0.3578
H -0.380 -3.708 0.046 0.3297
H -0.027 -5.400 0.635 0.4158
C 1.364 2.704 3.574 -0.7133
N 2.659 2.152 4.029 0.8036
C 3.324 2.958 5.022 -1.2901
P 3.418 0.829 3.296 -0.8511
O 2.692 0.283 2.198 -0.0303
N 4.971 1.498 2.839 0.3062
C 5.992 1.554 3.901 -0.8692
C 5.331 1.178 1.485 -0.6403
N 3.603 -0.311 4.541 0.3639
C 2.508 -0.568 5.519 -0.9168
C 4.575 -1.443 4.374 -0.8351
H 0.734 1.860 3.297 -0.0417
H 1.438 3.384 2.726 0.2019
H 0.931 3.216 4.434 0.4751
H 2.651 3.479 5.702 0.3844
H 4.027 3.643 4.547 0.2531
H 3.808 2.239 5.684 0.4440
H 6.399 0.570 4.131 0.2991
H 6.781 2.153 3.444 0.3693
H 5.599 1.963 4.831 0.2430
H 4.558 1.345 0.736 -0.0025
H 6.206 1.753 1.181 0.3607
H 5.482 0.105 1.371 0.2920
H 2.058 0.327 5.949 0.2253
H 1.709 -1.146 5.056 0.0829
H 2.799 -1.254 6.314 0.4960
H 4.982 -1.737 5.342 0.3479
H 5.415 -1.163 3.739 0.2995
H 4.088 -2.340 3.993 0.1076
C -4.088 -5.299 -1.861 -1.0811
N -3.518 -5.306 -3.153 0.3048
C -2.889 -6.639 -3.470 -1.1644
P -4.387 -4.352 -4.343 0.2270
O -5.705 -4.872 -4.609 -0.8561
N -4.166 -2.778 -3.932 0.5724
C -2.850 -2.246 -3.568 -0.9989
C -5.280 -1.792 -3.795 -0.9992
N -3.471 -4.465 -5.775 0.3850
C -4.108 -4.342 -7.074 -0.9871
C -2.064 -4.590 -5.771 -1.1297
H -4.476 -4.332 -1.540 0.2805
H -3.242 -5.523 -1.212 0.3945
H -4.823 -6.094 -1.734 0.3121
H -3.632 -7.198 -4.038 0.3661
H -2.799 -7.244 -2.567 0.4723
H -1.899 -6.504 -3.905 0.2502
H -2.868 -1.360 -2.932 0.0563
H -2.285 -2.964 -2.972 0.5834
H -2.288 -2.026 -4.475 0.1668
H -5.205 -1.320 -2.815 0.3379
H -5.261 -1.079 -4.619 0.3445
H -6.258 -2.261 -3.896 0.3513
H -4.960 -3.662 -7.092 0.2732
H -3.390 -4.042 -7.838 0.3280
H -4.526 -5.308 -7.357 0.3190
H -1.798 -5.647 -5.791 0.2753
H -1.603 -4.092 -4.918 0.3480
H -1.610 -4.184 -6.675 0.3741
O -2.114 5.528 0.934 -0.5496
C -2.890 5.722 -0.019 0.5082
O -2.963 4.931 -1.095 -0.0535
C -3.814 5.535 -1.983 -0.5993
C -4.765 6.421 -1.128 0.2746
F -5.834 5.692 -0.706 -0.2569
O -3.790 6.742 -0.108 -0.3536
H -3.229 6.106 -2.704 0.3812
H -4.454 4.761 -2.407 0.2882
H -5.058 7.274 -1.741 0.3770
O -6.372 1.571 2.697 -0.5801
C -5.977 1.579 1.546 0.5525
O -4.794 2.002 1.113 -0.2274
C -4.782 2.151 -0.316 0.9824
C -5.922 1.183 -0.637 0.3463
F -5.465 0.086 -1.054 -0.2862
O -6.724 1.085 0.584 -0.3844
H -4.801 3.161 -0.725 -0.7480
H -3.817 1.791 -0.670 -0.3292
H -6.497 1.630 -1.448 0.4428
O 4.909 1.882 -2.518 -0.4242
C 4.997 3.080 -2.244 0.5576
O 5.355 3.574 -1.085 -0.2605
C 4.999 4.947 -1.055 -0.2567
C 4.803 5.260 -2.506 0.3107
F 5.916 5.846 -2.982 -0.3289
O 4.595 4.020 -3.049 -0.2729
H 4.050 4.951 -0.518 0.1061
H 5.782 5.499 -0.535 0.3369
H 3.913 5.860 -2.697 0.2934
O -4.387 4.581 -6.751 -0.5870
C -3.597 3.691 -6.479 0.4785
O -3.992 2.540 -5.987 -0.3444
C -2.874 1.993 -5.425 0.4256
C -1.743 2.560 -6.252 0.6241
F -1.401 1.780 -7.321 -0.3506
O -2.264 3.719 -6.689 -0.3323
H -2.901 2.203 -4.355 -0.1559
H -2.703 0.918 -5.483 0.0619
H -0.878 2.774 -5.624 0.2272
```



Record 5
Here is C2F3LuMgNO4S2 as an isolated structure at a distorted geometry from OMol25. Energies are from ωB97M-V with the def2-TZVPD basis set.

Energy, hartree: -2962.821321
LUMO level (spin up / spin down), Ha: -0.378 / -0.402
E_HOMO (spin up / spin down), eV: -17.15 / -17.12
Multiplicity: 2
Net charge: +2

```
14
Properties=species:S:1:pos:R:3:nbo_charge:R:1
O 0.595 -0.101 3.749 -0.4485
C 0.855 -1.147 3.204 0.5256
O 1.814 -1.711 2.658 -0.7115
Mg -0.583 -2.386 1.705 1.6785
Lu 2.071 0.165 0.831 2.2900
N -0.921 -0.907 -0.215 -1.2187
S 0.673 -1.613 -0.667 -0.3054
S -1.008 0.663 -0.311 2.1534
O 0.279 1.339 0.097 -1.1025
O -2.223 1.178 0.297 -0.8006
C -1.107 1.134 -2.123 0.7731
F 0.052 0.923 -2.720 -0.2979
F -2.044 0.408 -2.702 -0.2692
F -1.417 2.415 -2.215 -0.2663
```